{"formula": "C30H75CrF4NO24P5S2", "method": "ωB97M-V/def2-TZVPD", "homo_ev": [-9.8, -9.8], "e_above_lowest_kcal_mol": 78.59, "energy_ev": -190375.6034, "charge": 0, "homo_lumo_gap_ev": [8.1020, 9.2489], "s_squared": 3.7672, "multiplicity": 4, "elements": ["Cr", "F", "F", "N", "S", "O", "O", "F", "S", "O", "O", "F", "C", "C", "O", "P", "O", "O", "C", "C", "O", "C", "C", "H", "H", "H", "H", "H", "H", "H", "H", "H", "H", "H", "H", "H", "H", "H", "C", "C", "O", "P", "O", "O", "C", "C", "O", "C", "C", "H", "H", "H", "H", "H", "H", "H", "H", "H", "H", "H", "H", "H", "H", "H", "C", "C", "O", "P", "O", "O", "C", "C", "O", "C", "C", "H", "H", "H", "H", "H", "H", "H", "H", "H", "H", "H", "H", "H", "H", "H", "C", "C", "O", "P", "O", "O", "C", "C", "O", "C", "C", "H", "H", "H", "H", "H", "H", "H", "H", "H", "H", "H", "H", "H", "H", "H", "C", "C", "O", "P", "O", "O", "C", "C", "O", "C", "C", "H", "H", "H", "H", "H", "H", "H", "H", "H", "H", "H", "H", "H", "H", "H"], "xyz": [[-6.140531, 0.114245, -3.682131], [-6.284470, 2.026136, -3.280512], [-6.069393, -1.595850, -4.649087], [-5.928297, -0.535451, -1.887604], [-5.153639, 0.170579, -0.503080], [-4.067957, -0.499793, 0.150646], [-6.084891, 1.016300, 0.208757], [-4.316035, 1.252093, -1.306568], [-6.386908, -1.813358, -1.044437], [-7.360379, -1.507284, -0.000816], [-5.402842, -2.813438, -0.799091], [-7.301518, -2.495433, -2.152361], [-1.645819, -9.332611, -0.805295], [-1.004453, -8.304214, 0.109516], [-1.153961, -6.953413, -0.324649], [-2.523415, -6.158674, -0.199977], [-3.739271, -6.995223, -0.291723], [-2.317378, -5.446539, 1.233047], [-3.242620, -4.379369, 1.485135], [-2.583968, -3.015309, 1.527297], [-2.328308, -4.975301, -1.247360], [-2.492150, -5.313369, -2.636735], [-3.442381, -4.267958, -3.249828], [-2.684001, -9.118608, -1.052456], [-1.144679, -9.353592, -1.777321], [-1.519775, -10.275286, -0.272267], [-1.469436, -8.514010, 1.076434], [0.051811, -8.548656, 0.200229], [-4.167711, -4.504453, 0.919496], [-3.653844, -4.427865, 2.504389], [-2.389383, -2.809020, 0.468884], [-3.287355, -2.387945, 2.069836], [-1.611043, -2.968374, 2.013523], [-1.586705, -5.348022, -3.243676], [-2.931142, -6.312897, -2.659724], [-3.554089, -4.436330, -4.322853], [-4.464731, -4.462651, -2.916578], [-3.175986, -3.251454, -2.975086], [-2.934563, 4.455713, 6.459882], [-3.660122, 3.703756, 5.366171], [-3.046909, 3.887620, 4.058975], [-3.258165, 2.733116, 3.007164], [-2.515220, 1.489965, 3.269995], [-4.879025, 2.486511, 3.022963], [-5.530442, 1.448538, 3.725292], [-6.986541, 1.282053, 3.217043], [-2.902350, 3.405319, 1.618871], [-3.690529, 4.495159, 1.110849], [-4.923054, 4.061799, 0.300743], [-3.367099, 5.447933, 6.563471], [-2.941212, 3.965049, 7.435351], [-1.854256, 4.483820, 6.307743], [-3.775994, 2.626979, 5.509454], [-4.700947, 4.003282, 5.219720], [-4.889822, 0.568883, 3.809590], [-5.658194, 1.785186, 4.764032], [-7.774174, 1.079422, 3.936176], [-7.224438, 2.174100, 2.632450], [-7.024348, 0.541806, 2.414541], [-3.936755, 5.211552, 1.895723], [-3.082482, 5.009169, 0.364014], [-5.515488, 3.462787, 0.989625], [-5.432110, 4.950736, -0.060358], [-4.478079, 3.422679, -0.457569], [-12.215060, -7.104645, 0.567048], [-11.976666, -5.768981, 1.221325], [-11.176190, -4.985956, 0.324355], [-9.784182, -4.406661, 0.813316], [-9.095202, -4.973945, 2.006704], [-10.197832, -2.878671, 1.078880], [-9.944319, -2.255966, 2.347760], [-10.312804, -0.794787, 2.158647], [-8.892070, -4.267545, -0.527207], [-9.078848, -5.223338, -1.582971], [-7.733041, -5.623506, -2.142245], [-11.243694, -7.589157, 0.445134], [-12.889230, -7.775520, 1.096990], [-12.606492, -6.949056, -0.441580], [-12.921794, -5.249283, 1.375380], [-11.400698, -5.987553, 2.122485], [-10.428198, -2.842181, 3.130549], [-8.869913, -2.307224, 2.542255], [-10.205483, -0.283050, 3.116765], [-9.664194, -0.394431, 1.379521], [-11.325290, -0.593660, 1.804024], [-9.640877, -6.091346, -1.232149], [-9.668993, -4.777721, -2.387570], [-6.929053, -5.823741, -1.439631], [-7.852760, -6.418005, -2.885795], [-7.399776, -4.839125, -2.827362], [-11.747215, 2.186162, -6.015494], [-10.985106, 0.931088, -6.420994], [-9.689710, 0.814622, -5.819156], [-9.563513, 0.415764, -4.262249], [-8.182459, 0.138062, -3.821763], [-10.275896, 1.528372, -3.432875], [-9.621212, 2.802497, -3.331251], [-9.149310, 3.061154, -1.942054], [-10.617877, -0.765673, -4.064593], [-10.160205, -2.150762, -4.239892], [-11.332166, -2.963908, -3.725365], [-11.154623, 3.103086, -6.008992], [-12.528959, 2.433377, -6.735329], [-12.172305, 2.025803, -5.026209], [-11.678791, 0.101939, -6.261457], [-10.867631, 0.875742, -7.503248], [-8.725089, 2.877263, -3.955803], [-10.345961, 3.539695, -3.681527], [-9.820769, 3.323395, -1.119723], [-8.467920, 2.315714, -1.525951], [-8.508607, 3.951437, -1.910945], [-9.833858, -2.302853, -5.267039], [-9.315755, -2.250898, -3.553568], [-11.145660, -4.013071, -3.955500], [-11.751918, -2.674883, -2.767288], [-12.162614, -2.704802, -4.396829], [-1.036435, -0.115614, -1.047926], [-1.740974, -0.884760, -2.100212], [-1.562984, -0.367255, -3.480680], [-2.634089, 0.592211, -4.098906], [-4.051157, 0.253620, -3.828540], [-2.145455, 2.020709, -3.618945], [-2.648669, 3.191923, -4.279659], [-2.533078, 4.344558, -3.327495], [-2.449821, 0.678137, -5.686743], [-1.149587, 0.740699, -6.265290], [-0.609539, -0.578301, -6.758631], [-1.031111, 0.965626, -1.162848], [-1.432285, -0.521949, -0.112090], [0.014306, -0.397913, -0.928250], [-1.393685, -1.917267, -2.158877], [-2.827540, -0.970409, -2.040771], [-1.951151, 3.304923, -5.120760], [-3.617387, 3.091517, -4.775214], [-3.136958, 4.138388, -2.443837], [-1.493414, 4.371329, -2.995238], [-2.760848, 5.274432, -3.844686], [-1.033563, 1.599212, -6.930885], [-0.437108, 1.135384, -5.522318], [-1.373602, -1.129682, -7.305029], [0.134809, -0.324914, -7.524575], [0.010866, -1.179289, -6.097695]], "forces_ev_per_a": [[0.4, 0.3, -1.6], [0.2, -2.0, -0.6], [-0.1, 2.2, 1.2], [1.7, -0.2, 3.9], [1.3, 5.7, 0.1], [-1.8, -0.8, -0.5], [0.9, -1.8, -0.6], [-0.3, -0.3, -0.5], [-4.7, -4.5, 0.1], [2.1, 0.1, -1.3], [0.3, 0.8, -0.1], [0.4, 0.7, -0.1], [0.4, 0.4, -0.7], [-0.9, -1.0, 0.1], [0.2, 0.0, -0.2], [0.2, -0.4, 1.5], [0.6, 0.7, -0.4], [-0.3, -0.1, -1.3], [-0.6, 0.2, 2.5], [0.0, -0.6, -1.6], [0.5, -0.3, 0.2], [-1.4, 0.4, -0.7], [-0.7, -1.3, 0.1], [-0.1, -0.1, 0.6], [0.2, -0.3, 0.1], [-0.2, -0.2, -0.4], [0.1, 0.8, 0.3], [0.1, 0.5, 0.0], [0.4, 0.5, -0.7], [0.4, -1.1, 0.1], [-0.2, 1.1, 0.2], [0.1, 0.6, -0.6], [-0.1, -0.5, 0.3], [0.5, 0.1, 0.8], [-0.1, 0.0, -0.3], [0.6, 0.4, -0.1], [0.1, 0.2, 0.5], [0.1, 0.0, -0.2], [0.4, -0.2, 0.2], [-0.7, -0.8, -0.7], [0.2, 0.7, 0.3], [-0.7, -1.9, 0.1], [-0.2, 0.7, -0.2], [1.4, 1.1, -0.9], [-1.2, 0.0, 1.8], [1.0, -0.2, -1.8], [-0.7, -0.1, 0.4], [-0.4, 1.0, -1.0], [1.3, -0.7, 1.5], [0.4, 0.1, 0.0], [-0.8, -0.2, -0.1], [-0.1, 0.3, -0.6], [0.6, 0.0, 0.5], [0.1, 0.5, 0.4], [-0.3, -0.2, -0.6], [0.2, 0.0, 0.0], [0.4, 0.0, 0.4], [-0.1, 0.3, 0.5], [-0.1, -0.3, 0.3], [0.1, -0.2, 0.2], [0.6, 0.0, 0.5], [-0.5, 0.0, -0.5], [-0.1, -0.1, -0.2], [-0.7, 0.1, -0.5], [0.2, -0.2, -0.9], [0.0, -0.9, 0.0], [0.4, -0.4, -0.1], [1.4, 1.9, 1.0], [-1.1, -0.2, -1.5], [0.1, -0.7, -0.4], [0.5, 0.1, -0.6], [-0.3, -0.1, 0.3], [-1.4, -0.5, 0.9], [0.4, -0.6, -0.2], [0.1, 0.5, -1.5], [-0.1, -0.2, 0.1], [0.0, 0.2, 0.2], [-0.1, -0.1, 0.0], [0.2, 0.2, 0.3], [-0.3, 0.6, 0.3], [-0.3, 0.4, 0.1], [0.0, 0.0, 0.1], [0.3, 0.2, -0.2], [0.2, 0.2, 0.3], [-0.2, -0.5, 0.1], [0.1, 0.0, 0.1], [-0.1, 0.2, 0.2], [-0.3, -0.2, 0.2], [-0.1, -0.5, 0.6], [0.3, 0.4, 0.5], [0.2, 0.3, 0.0], [-1.2, 0.5, -1.0], [0.5, -0.5, 1.1], [-1.9, -0.7, -0.5], [0.8, -0.2, -0.5], [0.1, -0.4, -0.1], [0.2, 0.9, 0.2], [1.1, 1.0, 1.8], [1.3, 0.9, -0.3], [-0.1, 0.6, 2.0], [-0.7, 0.2, -2.4], [0.4, -0.2, 0.1], [-0.2, -0.5, 0.1], [-0.2, 0.3, 0.0], [0.6, -0.4, 0.7], [0.7, 0.4, 0.0], [-0.2, -0.4, -0.2], [0.1, 0.0, 0.1], [-0.8, -0.5, -0.6], [-0.2, -0.4, -0.5], [0.1, 0.0, -0.6], [-0.3, -0.3, 0.0], [0.2, -0.2, -0.3], [-0.1, -0.1, 0.8], [0.9, -0.4, 0.5], [0.0, -0.1, -0.1], [0.9, -0.4, 0.8], [-0.8, -0.9, -1.3], [-0.1, 0.4, -0.4], [0.3, 0.6, -0.8], [-0.6, 0.0, -0.1], [-0.8, -0.9, 0.5], [0.9, 0.4, -1.3], [0.4, -0.5, 0.1], [-0.3, -0.7, 0.6], [2.0, 0.8, 1.5], [0.5, 0.4, -1.6], [-0.7, 0.0, 0.3], [-0.4, 0.8, 0.1], [0.1, -0.1, -0.7], [0.2, 0.1, 0.0], [0.1, 0.2, 0.8], [-0.1, 0.4, 0.0], [-0.3, -0.4, 0.7], [-0.3, 0.4, -0.1], [0.0, 0.2, 0.0], [-0.2, 0.1, 0.3], [-1.1, -0.5, -0.8], [-0.2, -0.4, 0.5], [0.0, -0.3, 0.3], [-0.1, 0.1, -0.2], [-0.8, -0.1, 0.6]]}